{"formula": "C21H44BClO6S", "method": "ωB97M-V/def2-TZVPD", "species": ["C", "C", "H", "H", "C", "H", "H", "H", "O", "O", "H", "H", "H", "C", "C", "H", "H", "H", "H", "H", "C", "H", "H", "H", "H", "O", "O", "O", "H", "C", "Cl", "H", "H", "H", "H", "H", "H", "B", "H", "H", "C", "H", "O", "C", "H", "C", "C", "H", "H", "H", "C", "H", "H", "C", "H", "C", "C", "H", "S", "H", "C", "H", "C", "C", "H", "C", "H", "H", "H", "H", "H", "C", "C", "H"], "positions_angstrom": [[-5.029, 0.077, -1.751], [-4.638, 0.976, 2.830], [-6.027, -0.215, -1.406], [-2.399, -0.080, -0.220], [-5.228, 1.703, 0.414], [-5.213, 0.708, 3.715], [-2.430, -3.063, -1.561], [-4.395, 2.029, 2.930], [-2.379, -2.389, 0.405], [9.236, -0.070, -0.768], [1.455, -1.844, -0.054], [-0.805, -1.925, -0.878], [4.572, -0.485, 1.508], [-2.769, 0.912, -0.486], [-4.241, -1.193, -2.107], [4.246, -2.193, 1.461], [-3.412, -0.615, 3.630], [0.952, 1.796, -2.963], [0.079, 2.783, -1.850], [8.181, 1.123, 3.095], [1.331, 0.331, 0.041], [-0.362, -2.805, 0.608], [-0.605, -0.059, -1.426], [-3.196, -0.923, -2.262], [1.768, -1.026, -1.575], [-2.095, 2.418, 2.991], [7.167, 0.778, -0.449], [8.671, 0.555, 1.220], [3.824, -1.951, -0.777], [-5.501, 0.740, 1.593], [-1.478, 0.587, 5.040], [0.284, 0.194, 0.296], [9.800, -0.669, -2.611], [-2.761, 1.206, -2.633], [-4.606, -1.619, -3.040], [-6.553, 0.768, 1.862], [1.829, 0.568, 0.982], [-4.333, 0.926, -0.618], [-2.035, 2.505, -1.722], [1.675, 2.416, -0.309], [1.550, 1.514, -0.905], [-4.670, -1.766, -0.063], [-0.800, 0.429, 2.328], [8.916, -0.238, -2.151], [-0.807, -1.102, 0.681], [-3.068, -2.995, -0.678], [-3.366, 0.111, 2.824], [-5.213, 0.696, -2.634], [-5.314, -0.292, 1.277], [-3.241, -0.458, 1.904], [-0.723, 0.802, -2.075], [-3.324, -4.020, -0.393], [2.971, -1.042, 1.904], [8.251, 0.454, -0.039], [-0.761, 0.404, -3.089], [-4.346, -2.238, -0.991], [0.465, 1.775, -1.990], [7.424, 2.108, 1.821], [-1.855, 1.020, 3.078], [8.071, -0.913, -2.270], [3.814, -1.220, 1.240], [-4.693, 2.588, 0.761], [-1.022, -2.048, 0.183], [3.434, -1.083, -0.246], [-2.480, 1.580, 0.332], [7.703, 1.100, 2.121], [-6.173, 2.021, -0.024], [8.689, 0.721, -2.611], [6.817, 0.469, 2.158], [-5.127, -2.951, -1.253], [3.965, -0.227, -0.663], [1.935, -0.968, -0.497], [-2.107, 1.421, -1.789], [2.506, 1.373, -1.407]], "forces_ev_per_angstrom": [[0.0, -0.5, 0.2], [-0.1, -0.2, 0.2], [-0.1, 0.0, -0.1], [-0.1, 0.0, -0.2], [0.3, 0.2, -0.3], [0.0, 0.0, 0.1], [0.1, 0.1, -0.1], [0.1, 0.1, 0.0], [-0.1, 0.4, -0.1], [0.0, 0.0, 0.0], [0.0, 0.1, 0.0], [0.0, -0.2, -0.1], [0.0, 0.0, 0.0], [-0.1, 0.7, 0.3], [-0.1, 0.3, 0.1], [-0.1, -0.2, 0.1], [0.2, -0.1, 0.0], [0.1, 0.0, -0.1], [-0.1, 0.1, 0.0], [0.1, 0.0, 0.0], [0.4, 0.0, 0.0], [0.0, -0.2, -0.1], [0.2, 0.1, -0.1], [0.1, -0.1, -0.1], [-0.1, -0.1, -0.1], [0.0, 0.5, 0.1], [0.0, 0.0, 0.0], [0.0, 0.0, 0.0], [0.0, 0.0, -0.1], [0.1, -0.1, -0.2], [0.1, 0.1, 0.2], [0.2, 0.4, -0.1], [0.0, 0.0, 0.1], [-0.1, 0.1, -0.1], [0.1, -0.1, -0.1], [-0.1, 0.1, 0.1], [-0.1, 0.0, 0.1], [-0.2, -0.1, -0.1], [0.0, 0.1, -0.1], [-0.1, 0.1, 0.0], [-0.2, 0.0, 0.0], [0.0, 0.0, 0.1], [0.2, -0.2, 0.1], [0.1, 0.0, -0.1], [-0.2, -0.4, 0.1], [-0.2, -0.4, 0.2], [-0.5, -0.1, 0.3], [0.1, 0.2, -0.1], [-0.2, -0.1, 0.0], [0.2, 0.1, -0.2], [-0.2, 0.2, -0.3], [0.1, -0.1, 0.1], [-0.1, -0.1, 0.1], [0.0, 0.0, 0.0], [0.1, -0.1, -0.1], [-0.1, 0.0, -0.2], [0.2, -0.2, 0.1], [0.0, 0.0, 0.0], [-0.2, -0.2, -0.2], [0.0, 0.0, 0.0], [0.2, 0.3, -0.1], [-0.2, 0.1, 0.2], [0.0, -0.2, 0.3], [0.3, -0.1, 0.2], [0.2, -0.1, 0.0], [0.0, 0.0, 0.1], [-0.1, 0.0, 0.0], [-0.1, 0.0, 0.0], [0.0, 0.0, 0.0], [-0.1, -0.1, 0.0], [-0.1, 0.1, -0.1], [0.1, 0.0, -0.1], [0.0, -0.4, 0.2], [0.1, 0.0, 0.0]], "homo_lumo_gap_ha": 0.375, "smiles": "CCCCCCCCCB(CCCCOC)CCCCS(=O)(=O)Cl.COC(=O)OC"}